Computed, not measured: a cluster of 2 separate species, C2HClF4 in total, with ωB97M-V/def2-TZVPD.

Last column: natural (NBO) charge in e.
Atoms and positions in Å:
C 1.23269 -0.24069 -0.21292  0.107
C -1.13236 0.33115 0.19152  0.937
F 1.27719 -0.15110 -1.54092  -0.317
F -1.77515 -0.81389 0.36984  -0.322
F -1.63643 1.02661 -0.81090  -0.317
F -1.12399 1.04380 1.31406  -0.330
Cl 1.45044 -1.79396 0.41093  0.056
H 1.70762 0.59809 0.27839  0.187

Output
- ΔE to the lowest compared entry with this formula, charge and spin (kcal per mole) = 73.3
- DFT total energy (Eh) = -936.36132
- 2S+1 = 1
- net charge = 0
- HOMO level (spin up / spin down) (eV) = -9.35 / -9.13